A single C4H6O2 molecule, computed with wB97M-V/def2-TZVPD.

Gap between HOMO and LUMO   10.53 eV
Lowest unoccupied orbital energy   0.0211 Ha
SMILES string   CC(=O)CC=O
HOMO   -10.0 eV
Energy above the lowest of the compared OMol25 structures with the same formula, charge and spin   76.94 kJ/mol
M   86.09 g mol⁻¹

Last column: natural (NBO) charge in e.
Atoms and positions in Å:
C: -0.57583 -1.53875 -0.20007  -0.727
C: 0.43550 -0.58330 0.37935  0.607
O: 1.58268 -0.89808 0.61025  -0.530
C: -0.01155 0.87283 0.57388  -0.617
C: 0.39221 1.50984 -0.74716  0.447
O: -0.27578 1.42280 -1.74917  -0.513
H: -1.17296 -1.06197 -0.98561  0.245
H: -1.25863 -1.86402 0.59444  0.239
H: -0.05043 -2.40879 -0.59692  0.240
H: -1.09442 0.98168 0.69773  0.239
H: 0.52858 1.29133 1.43092  0.244
H: 1.39319 1.97763 -0.76828  0.126

A molecular structure, C33H37ClN2Pb in a non-equilibrium geometry, computed with wB97M-V/def2-TZVPD.

Gap between HOMO and LUMO   2.98 eV
Lowest unoccupied orbital energy   0.1304 Ha
HOMO   0.6 eV
Energy above the lowest of the compared OMol25 structures with the same formula, charge and spin   0.00 kJ/mol
Net charge   -2
M   704.33 g mol⁻¹

Last column: Mulliken charge in e.
Atoms and positions in Å:
Pb: -0.55472 -0.16115 0.35490  0.553
Cl: -0.19063 1.82823 1.88298  -0.606
C: 1.64487 -0.17560 -0.50732  -0.433
C: 2.06026 0.03756 -1.80830  0.252
C: 3.45014 0.05872 -2.08036  -0.627
C: 4.36900 -0.14596 -1.05274  1.048
C: 3.92531 -0.37918 0.24949  -0.889
C: 2.54762 -0.40495 0.51204  -0.312
H: 1.33492 0.17569 -2.61896  0.225
H: 3.82386 0.21338 -3.09936  0.257
H: 4.63519 -0.57590 1.04790  0.297
H: 2.20123 -0.64817 1.51297  0.095
C: 5.84301 -0.13086 -1.31867  -1.377
H: 6.38038 -0.64485 -0.51578  0.337
H: 6.19993 0.90405 -1.35726  0.256
H: 6.06416 -0.60574 -2.27631  0.350
C: -3.10055 4.42947 -4.16510  -0.581
N: -2.64508 3.76838 -3.03559  0.513
H: -3.35831 3.61960 -6.19327  0.383
N: -2.61339 2.33750 -4.60843  0.455
H: -3.37949 5.46641 -4.15219  0.432
C: -2.55121 4.30995 -1.68026  1.722
C: -2.95117 5.76471 -1.71762  -2.248
C: -3.48823 3.52467 -0.77285  -1.604
H: -3.97799 5.87397 -2.08140  0.470
H: -2.91421 6.15398 -0.69448  0.450
H: -2.27422 6.35276 -2.34799  0.413
H: -1.03243 4.52440 -0.16858  0.415
H: -0.44143 4.67246 -1.85371  0.376
H: -3.20672 2.46488 -0.73253  0.279
C: -1.12264 4.12553 -1.18788  -1.461
H: -4.52005 3.63153 -1.13035  0.398
H: -3.42367 3.94727 0.24028  0.435
H: -0.82746 3.07058 -1.14517  0.222
C: -3.08911 3.51211 -5.15887  -0.460
C: -3.57889 0.13015 -4.71723  -1.744
H: -4.57349 0.54681 -4.91774  0.401
H: -3.51257 -0.83980 -5.22114  0.442
C: -2.51049 1.05047 -5.28017  1.735
H: -1.04160 -0.49310 -5.45227  0.475
C: -2.73358 1.23583 -6.75581  -2.257
H: -1.98939 1.89057 -7.21678  0.429
H: -3.46093 -0.02285 -3.64119  0.346
H: -0.92768 0.42456 -3.93333  0.350
H: -3.73024 1.61926 -6.98025  0.486
H: -2.65553 0.25521 -7.22422  0.456
C: -1.12780 0.50113 -5.00443  -1.651
H: -0.37245 1.15149 -5.45630  0.406
C: -2.34904 2.48278 -3.29563  -0.528
C: 0.22237 -1.51530 2.09517  -1.064
C: 0.53307 -2.16511 3.11675  0.908
C: 0.92294 -2.90722 4.23264  -0.517
C: 2.20131 -3.62207 4.14076  0.379
C: 2.34526 -4.93834 4.66795  -0.459
C: 3.59915 -5.54468 4.74196  -0.456
C: 4.72749 -4.88493 4.23853  -0.476
C: 4.58140 -3.65729 3.57407  -0.330
C: 3.31916 -3.06825 3.46472  -0.333
C: 0.04960 -3.05557 5.38936  0.360
C: 0.55935 -3.56119 6.62249  -0.485
C: -0.28128 -3.80567 7.69891  -0.547
C: -1.64091 -3.48655 7.61300  -0.451
C: -2.14715 -2.87319 6.45503  -0.437
C: -1.31752 -2.66641 5.35360  -0.586
H: 1.46894 -5.47078 5.05109  0.490
H: 3.68581 -6.52657 5.20870  0.349
H: 5.71679 -5.35565 4.31797  0.288
H: 5.46775 -3.16608 3.15400  0.331
H: 3.18845 -2.12805 2.91011  -0.031
H: 1.62256 -3.75837 6.74175  0.430
H: 0.13193 -4.22634 8.61859  0.322
H: -2.29467 -3.68590 8.46600  0.299
H: -3.19482 -2.55383 6.43498  0.324
H: -1.72048 -2.20465 4.44917  0.317

6 unconnected molecules or ions with the total composition C14H29ClN3O10 in a non-equilibrium geometry, computed with wB97M-V/def2-TZVPD.

Gap between HOMO and LUMO   4.61 eV
Lowest unoccupied orbital energy   0.2312 Ha
HOMO   1.7 eV
Energy above the lowest of the compared OMol25 structures with the same formula, charge and spin   0.00 kJ/mol
Net charge   -3
M   434.85 g mol⁻¹

Last column: natural (NBO) charge in e.
Atoms and positions in Å:
N: -1.04591 -3.52682 -0.61366  -0.949
H: -1.32412 -2.70264 -1.24900  0.478
H: -1.79811 -4.20051 -0.60253  0.392
H: -0.84404 -3.06963 0.29635  0.477
H: -0.23511 -3.92071 -1.10559  0.438
N: -0.18149 -0.25134 -0.08568  -0.972
H: 0.69341 -0.60601 -0.46973  0.431
H: -0.34202 -0.69390 0.84659  0.470
H: -0.98278 -0.49961 -0.72521  0.457
H: -0.12086 0.80206 -0.03738  0.429
C: -0.17419 -2.69747 4.03625  -0.515
C: 0.53290 -2.52187 5.27184  0.442
C: 1.40317 -1.22367 5.44302  0.405
O: 1.98275 -1.01670 6.52184  -0.692
C: 1.56666 -0.39557 4.29298  -0.516
C: 0.98128 -0.71580 3.05525  0.395
C: -0.00589 -1.84015 2.96903  0.409
O: -0.75027 -1.96381 1.92559  -0.802
O: 1.40270 -0.14679 2.00708  -0.734
O: 0.52826 -3.35453 6.18677  -0.661
H: -0.83549 -3.54910 3.95704  0.190
H: 2.28509 0.40938 4.35293  0.182
O: -1.93820 -1.39531 -1.84442  -0.966
C: -1.41977 -1.02428 -3.09758  -0.062
C: -2.32787 -0.38373 -4.20341  -0.016
O: -3.48555 -1.00759 -4.48224  -0.964
H: -0.93033 -1.90764 -3.55526  0.101
H: -0.57808 -0.31522 -2.87728  0.064
H: -1.63473 -0.33616 -5.09468  0.035
H: -2.38288 0.72220 -3.96718  0.031
Cl: 2.49469 -3.59557 -0.71223  2.535
O: 2.01235 -3.92189 0.61608  -0.854
O: 3.91935 -3.78325 -0.73293  -0.870
O: 1.82536 -4.46982 -1.66783  -0.911
O: 2.14417 -2.23974 -1.08639  -0.881
C: 0.00703 3.32459 1.84806  -0.632
C: 0.66889 3.32487 0.47756  -0.231
N: -0.08808 2.61294 -0.56240  -0.443
C: 0.74309 2.60768 -1.77468  -0.231
C: 1.93542 1.64826 -1.73853  -0.632
C: -1.33470 3.37019 -0.85294  -0.218
C: -2.26512 2.52820 -1.70861  -0.634
H: -0.16188 2.30808 2.20095  0.253
H: -0.88439 3.94222 1.97218  0.181
H: 0.73454 3.65744 2.59727  0.210
H: 0.97449 4.33640 0.16593  0.145
H: 1.57754 2.75494 0.67687  0.223
H: 1.17357 3.61287 -1.95435  0.139
H: 0.18305 2.38645 -2.68221  0.219
H: 1.59859 0.63051 -1.94940  0.233
H: 2.42595 1.54183 -0.76889  0.221
H: 2.70920 1.89565 -2.46469  0.197
H: -1.78106 3.57534 0.11790  0.192
H: -1.01209 4.30622 -1.33422  0.148
H: -2.50998 1.56733 -1.25807  0.250
H: -3.22198 3.04585 -1.85237  0.192
H: -1.90654 2.36533 -2.72376  0.224

A molecular structure, C16H23F3N4NiO3PS in a non-equilibrium geometry, computed with wB97M-V/def2-TZVPD.

Gap between HOMO and LUMO (alpha / beta)   8.28 / 7.58 eV
Lowest unoccupied orbital energy (alpha / beta)   -0.0985 / -0.1235 Ha
HOMO (alpha / beta)   -11.0 / -10.9 eV
Expectation value of S²   2.01
Spin multiplicity   3
Energy above the lowest of the compared OMol25 structures with the same formula, charge and spin   50.59 kJ/mol
Net charge   +1
M   498.11 g mol⁻¹

Last column: natural (NBO) charge in e.
Atoms and positions in Å:
Ni: -0.01868 0.19802 0.21256  1.278
F: -3.06497 5.06516 -1.78014  -0.317
C: -1.87757 4.71879 -1.25720  0.980
F: -1.32554 5.84465 -0.77447  -0.317
F: -1.11774 4.32146 -2.27614  -0.306
C: -2.04362 3.69318 -0.16511  -0.215
C: -2.98827 3.95245 0.81936  -0.081
C: -3.18271 3.03493 1.84011  -0.279
C: -2.43346 1.86799 1.83095  0.073
N: -1.51159 1.62274 0.91295  -0.582
C: -1.28283 2.52032 -0.06715  0.096
S: 0.05696 2.07632 -1.06249  -0.307
H: -3.55551 4.87082 0.78939  0.244
H: -3.88923 3.22774 2.63176  0.241
H: -2.56543 1.12823 2.60926  0.208
C: -0.64238 -1.05065 3.77224  -0.638
C: 0.66918 -0.94891 2.99476  0.142
C: 1.89666 -1.06671 3.89549  -0.631
O: 0.73636 0.28829 2.25970  -0.760
C: 0.65925 -2.04606 1.87696  0.771
O: 1.36311 -3.04139 1.96706  -0.675
O: -0.08326 -1.76584 0.88670  -0.858
H: -0.76278 -0.18869 4.43314  0.209
H: -0.64153 -1.94904 4.38446  0.245
H: -1.48452 -1.10737 3.08158  0.223
H: 1.74765 -0.50435 4.81470  0.213
H: 2.77497 -0.68114 3.37795  0.220
H: 2.06546 -2.11286 4.13817  0.248
H: 0.31126 0.97127 2.79854  0.501
C: 3.54751 -2.27839 -2.96012  -0.056
N: 3.15127 -2.96127 -1.65990  -0.384
C: 2.19071 -4.09857 -1.99489  -0.057
N: 1.08812 -3.61883 -2.73185  -0.437
C: 1.51810 -2.96853 -3.95708  -0.072
N: 2.40768 -1.85349 -3.67862  -0.436
C: 1.71260 -0.74235 -3.05512  -0.534
P: 0.96504 -1.21516 -1.39964  0.786
C: 2.51917 -2.01224 -0.71801  -0.572
C: 0.16994 -2.81059 -1.95557  -0.515
H: 4.11523 -2.99631 -3.55964  0.226
H: 4.18329 -1.42027 -2.72297  0.227
H: 3.98382 -3.35521 -1.21779  0.438
H: 1.86067 -4.54267 -1.05293  0.244
H: 2.74968 -4.83957 -2.57822  0.224
H: 0.64382 -2.60173 -4.49388  0.225
H: 2.03951 -3.69518 -4.58634  0.217
H: 0.92589 -0.40672 -3.73460  0.250
H: 2.40420 0.09622 -2.92692  0.241
H: 2.25244 -2.54414 0.20600  0.303
H: 3.23201 -1.21975 -0.47050  0.243
H: -0.70758 -2.59581 -2.56933  0.243
H: -0.15860 -3.36034 -1.06954  0.270

2 unconnected molecules or ions with the total composition CClF3OS in a non-equilibrium geometry, computed with wB97M-V/def2-TZVPD.

Gap between HOMO and LUMO (alpha / beta)   6.16 / 6.12 eV
Lowest unoccupied orbital energy (alpha / beta)   -0.1526 / -0.1526 Ha
HOMO (alpha / beta)   -10.3 / -10.3 eV
Energy above the lowest of the compared OMol25 structures with the same formula, charge and spin   409.26 kJ/mol
M   152.52 g mol⁻¹

Last column: natural (NBO) charge in e.
Atoms and positions in Å:
C: -0.24392 -0.66625 0.30806  0.431
O: 1.93384 0.49959 -0.89352  -0.665
F: 0.09257 -1.49350 1.28843  -0.304
F: 0.21111 -1.26478 -0.75949  -0.306
F: -1.29512 2.34099 -0.40129  -0.672
S: 1.13243 0.77098 0.25256  1.328
Cl: -1.83091 -0.18703 0.20524  0.188

2 unconnected molecules or ions with the total composition CH6IN4 in a non-equilibrium geometry, computed with wB97M-V/def2-TZVPD.

Gap between HOMO and LUMO   9.60 eV
Lowest unoccupied orbital energy   -0.1485 Ha
HOMO   -13.6 eV
Energy above the lowest of the compared OMol25 structures with the same formula, charge and spin   130.57 kJ/mol
Net charge   +1
M   200.99 g mol⁻¹

Last column: natural (NBO) charge in e.
Atoms and positions in Å:
C: 1.39356 0.45215 -0.89315  0.319
N: 0.51135 1.10441 -0.24228  -0.260
N: -0.47586 1.66645 0.26028  0.181
N: -1.51200 1.04022 0.47521  -0.474
N: 2.45074 -0.11144 -0.39236  -0.707
I: -2.18486 -2.44575 1.00800  -0.098
H: 1.53126 0.42534 -1.96556  0.223
H: -1.70474 0.01552 0.29845  0.408
H: -2.18373 1.75280 0.84023  0.435
H: 2.57494 -0.25860 0.54166  0.412
H: -3.51557 -3.18788 1.14742  0.135
H: 3.11491 -0.45323 -1.07788  0.425

Question: Among the records above, which one has the highest energy above the lowest of the compared OMol25 structures with the same formula, charge and spin?
Answer: CClF3OS

Question: Look up the energy above the lowest of the compared OMol25 structures with the same formula, charge and spin of the second one.
Answer: 0.00 kJ/mol

Question: Which of these has the highest M?
Answer: C33H37ClN2Pb

Question: Which of these has the lowest M?
Answer: C4H6O2